A single C16H22ClNO2 molecule. Source: the Open Molecules 2025 dataset; level of theory: ωB97M-V/def2-TZVPD.

Summary:
* highest occupied orbital energy: -8.56 eV
* orbital gap: 9.32 eV
* energy above the lowest of the compared OMol25 structures with the same formula, charge and spin: 4.3 kcal/mol
* total energy: -1288.33696 hartree
* SMILES: Cc1cc(Cl)ccc1OCC(=O)N1C[C@H](C)C[C@H](C)C1

Structure (ORCA input):
```
! wB97M-V def2-TZVPD RIJCOSX def2/J DEFGRID3
* xyz 0 1
Cl -5.960 0.618 0.477
O -0.764 -1.901 -0.534
O 2.374 -2.825 0.011
N 1.668 -0.848 0.824
C -2.591 -0.646 -1.250
C 2.982 -0.250 0.691
C -1.986 -1.391 -0.219
C -2.646 -1.536 0.995
C 1.466 -2.103 0.377
C -3.810 -0.039 -1.020
C 4.329 1.522 -0.471
C 0.020 -2.625 0.392
C -4.441 -0.167 0.209
C 0.665 0.103 1.239
C -0.567 2.198 0.591
C 0.521 1.209 0.188
C 2.957 0.867 -0.359
C 1.878 1.890 0.008
C -3.870 -0.922 1.213
C -1.911 -0.545 -2.578
H -0.659 2.984 -0.155
H 2.698 0.415 -1.323
H -0.898 -0.164 -2.463
H -0.365 -2.586 1.414
H -1.828 -1.535 -3.026
H -0.294 -0.377 1.413
H -2.464 0.105 -3.249
H 0.237 0.736 -0.758
H 5.080 0.788 -0.749
H -0.329 2.659 1.547
H 4.315 2.305 -1.226
H -4.370 -1.038 2.161
H 1.811 2.651 -0.772
H 4.617 1.967 0.479
H 3.284 0.157 1.662
H -2.234 -2.134 1.792
H -4.276 0.539 -1.803
H 2.157 2.391 0.939
H 0.996 0.548 2.187
H 0.058 -3.673 0.071
H -1.528 1.694 0.677
H 3.678 -1.038 0.401
*
```

These are the natural (NBO) partial charges, in e, on atoms 1 to 2: 0.000 -0.516

A single C16H22ClNO4 molecule. Source: the Open Molecules 2025 dataset; level of theory: ωB97M-V/def2-TZVPD.

Summary:
* highest occupied orbital energy: -8.61 eV
* orbital gap: 9.26 eV
* energy above the lowest of the compared OMol25 structures with the same formula, charge and spin: 0.0 kcal/mol
* total energy: -1438.81906 hartree
* SMILES: CCN(CC)C(=O)[C@@H](C)OC(=O)COc1ccc(Cl)cc1C

Structure (ORCA input):
```
! wB97M-V def2-TZVPD RIJCOSX def2/J DEFGRID3
* xyz 0 1
Cl 1.276 -0.384 -4.923
O 1.935 1.314 0.652
O -0.610 0.988 1.528
O -1.031 3.178 1.248
O -3.317 -0.956 0.563
N -1.633 -1.747 1.820
C -2.598 1.089 2.976
C -0.266 2.251 1.310
C 1.730 0.974 -0.660
C 0.832 -1.808 1.855
C 0.731 1.510 -1.461
C 2.456 -0.389 -2.498
C 1.446 0.143 -3.285
C -2.349 -0.747 1.274
C -0.457 -1.622 2.652
C 2.613 0.017 -1.185
C -2.072 -3.105 1.531
C 1.248 2.420 1.172
C -3.088 -3.588 2.562
C 3.708 -0.537 -0.328
C 0.585 1.094 -2.775
C -2.016 0.713 1.612
H 4.200 0.268 0.214
H 1.432 3.329 0.584
H -2.668 -3.565 3.565
H 0.909 -1.034 1.099
H -3.390 -4.607 2.335
H -0.437 -0.644 3.127
H 3.299 -1.225 0.410
H -2.521 1.319 0.849
H -3.663 0.876 2.969
H 0.052 2.256 -1.080
H 1.687 -1.735 2.523
H -2.454 2.152 3.153
H 4.438 -1.066 -0.933
H -2.533 -3.103 0.542
H 0.856 -2.779 1.365
H -2.131 0.526 3.780
H -3.967 -2.950 2.535
H -0.196 1.512 -3.390
H 3.128 -1.123 -2.914
H -1.199 -3.759 1.519
H 1.657 2.566 2.177
H -0.523 -2.382 3.438
*
```

These are the natural (NBO) partial charges, in e, on atoms 1 to 2: 0.002 -0.490

A molecular structure, C16H22IrN5O4S2. Source: the Open Molecules 2025 dataset; level of theory: ωB97M-V/def2-TZVPD.

Summary:
* highest occupied orbital energy: -7.59 eV
* orbital gap: 7.92 eV
* energy above the lowest of the compared OMol25 structures with the same formula, charge and spin: 0.0 kcal/mol
* total energy: -2098.45635 hartree

Structure (ORCA input):
```
! wB97M-V def2-TZVPD RIJCOSX def2/J DEFGRID3
* xyz 0 1
Ir -0.666 -0.590 0.624
S -0.863 -2.069 2.377
S -1.813 -2.067 -0.779
O 0.708 0.566 1.742
O -0.648 0.826 -0.917
O 1.125 -1.238 -0.164
O 3.169 -0.497 -0.609
N -2.202 0.346 1.533
N -2.759 -1.846 4.217
N 0.107 -3.344 -2.223
N -2.823 -0.206 2.648
N 0.014 -1.178 -2.561
C -2.386 3.789 0.344
C 2.056 0.598 1.172
C -0.625 3.048 -1.643
C -1.047 4.354 -1.543
C 1.268 -1.548 -3.213
C -2.508 1.572 1.298
C -1.938 4.742 -0.541
C 2.130 -0.446 0.024
C -0.517 -2.208 -1.922
C 1.364 -3.056 -2.922
C -2.252 -1.287 3.081
C -0.037 -4.593 -1.507
C 2.351 1.987 0.641
C -1.067 2.057 -0.745
C -1.973 2.448 0.274
C 3.022 0.176 2.267
H 2.758 -0.811 2.645
H 1.561 2.322 -0.030
H -3.083 4.068 1.127
H -2.493 -2.789 4.436
H 2.989 0.890 3.093
H 2.194 -3.280 -2.248
H 3.290 1.961 0.092
H -0.041 -5.424 -2.212
H 0.494 1.356 2.251
H -0.163 -0.251 -2.174
H 1.457 -3.663 -3.822
H -3.230 2.005 1.985
H -2.270 5.768 -0.462
H 0.795 -4.715 -0.809
H -0.680 5.087 -2.251
H 1.217 -1.335 -4.280
H -3.667 -1.533 4.512
H -0.968 -4.581 -0.949
H 0.070 2.747 -2.418
H 2.102 -1.004 -2.771
H 2.445 2.698 1.466
H 4.033 0.148 1.864
*
```

These are the natural (NBO) partial charges, in e, on atoms 1 to 2: 0.941 -0.119

A molecular structure, C16H22N. Source: the Open Molecules 2025 dataset; level of theory: ωB97M-V/def2-TZVPD.

Summary:
* highest occupied orbital energy: -12.52 eV
* orbital gap: 9.21 eV
* energy above the lowest of the compared OMol25 structures with the same formula, charge and spin: 36.2 kcal/mol
* total energy: -677.34294 hartree

Structure (ORCA input):
```
! wB97M-V def2-TZVPD RIJCOSX def2/J DEFGRID3
* xyz 1 1
N -0.590 -0.367 0.862
C -2.965 0.389 0.727
C 0.855 -2.686 -1.705
C 3.033 2.213 0.426
C -0.404 -1.974 -2.162
C 0.708 2.062 -1.153
C 0.139 -0.322 2.187
C -1.519 -1.600 0.829
C 2.555 3.381 -0.196
C 1.349 3.300 -0.945
C -1.522 0.872 0.750
C 2.416 0.986 0.222
C -2.964 -1.115 0.756
C -0.462 -0.678 -1.735
C 1.229 0.893 -0.547
C 0.525 -0.416 -0.683
C 1.476 -1.655 -0.718
H -0.246 2.037 -1.725
H 0.868 4.205 -1.321
H 1.479 -2.954 -2.573
H -1.167 -2.440 -2.789
H -1.128 0.101 -2.099
H 0.755 0.581 2.279
H 0.853 -1.158 2.267
H -3.469 0.805 -0.139
H 2.502 -1.407 -1.050
H -3.493 -1.458 1.644
H -1.344 1.557 1.588
H -3.467 -1.543 -0.106
H 2.803 0.085 0.717
H -1.360 -2.227 1.697
H 3.055 4.337 -0.058
H 0.670 -3.608 -1.150
H 3.848 2.270 1.159
H -1.252 -2.177 -0.053
H -3.470 0.777 1.612
H -0.589 -0.354 3.055
H 1.538 -2.104 0.284
H -1.244 1.391 -0.155
*
```

These are the natural (NBO) partial charges, in e, on atoms 1 to 2: -0.294 -0.433

A single C16H22N2O3S molecule. Source: the Open Molecules 2025 dataset; level of theory: ωB97M-V/def2-TZVPD.

Summary:
* highest occupied orbital energy: -8.63 eV
* orbital gap: 9.20 eV
* energy above the lowest of the compared OMol25 structures with the same formula, charge and spin: 53.8 kcal/mol
* total energy: -1356.28792 hartree
* SMILES: CCc1nc(C)cn1S(=O)(=O)c1cc(C)c(OC)c(C)c1C

Structure (ORCA input):
```
! wB97M-V def2-TZVPD RIJCOSX def2/J DEFGRID3
* xyz 0 1
S -1.399 -1.735 -0.128
O -1.744 -2.595 0.963
O 4.104 0.342 -0.722
O -1.803 -2.129 -1.441
N -2.103 -0.213 0.191
N -3.160 1.723 0.100
C 2.833 -0.177 -0.544
C 0.972 -2.178 2.082
C 0.620 -0.552 -1.340
C 2.546 -0.890 0.621
C -2.277 2.904 2.111
C 1.876 -0.013 -1.552
C -2.346 1.729 1.204
C -3.006 0.572 -0.485
C 1.266 -1.428 0.822
C -4.832 -0.897 -1.285
C 2.196 0.709 -2.824
C 0.322 -1.235 -0.175
C 4.226 1.702 -0.357
C -3.752 0.113 -1.682
C 3.614 -1.086 1.654
C -1.688 0.541 1.273
H -0.150 -0.461 -2.090
H 3.350 -0.580 2.583
H -5.507 -0.461 -0.553
H -1.965 3.787 1.556
H 5.256 1.981 -0.571
H -0.057 -2.517 2.104
H -1.572 2.716 2.917
H 1.624 -3.047 2.158
H 4.560 -0.696 1.291
H -3.067 -0.362 -2.385
H 3.548 2.338 -0.933
H -3.260 3.106 2.531
H -0.982 0.145 1.973
H 1.847 1.741 -2.776
H 4.023 1.846 0.710
H -4.369 -1.784 -0.859
H 1.164 -1.549 2.951
H -5.405 -1.191 -2.161
H 3.737 -2.145 1.875
H 1.697 0.227 -3.662
H -4.207 0.989 -2.144
H 3.269 0.709 -2.999
*
```

These are the natural (NBO) partial charges, in e, on atoms 1 to 2: 2.337 -0.912

A single C16H22N6O4 molecule. Source: the Open Molecules 2025 dataset; level of theory: ωB97M-V/def2-TZVPD.

Summary:
* highest occupied orbital energy: -8.66 eV
* orbital gap: 9.16 eV
* energy above the lowest of the compared OMol25 structures with the same formula, charge and spin: 0.0 kcal/mol
* total energy: -1252.52172 hartree
* SMILES: NC(=O)[C@@H]1CCCN1C(=O)[C@H](Cc1cnc[nH]1)NC(=O)[C@@H]1CCC(=O)N1

Structure (ORCA input):
```
! wB97M-V def2-TZVPD RIJCOSX def2/J DEFGRID3
* xyz 0 1
O 5.606 -1.849 -0.542
O -2.380 1.442 -1.860
O 1.296 -2.328 1.046
O 0.105 0.228 -0.716
N 0.212 3.880 1.615
N -0.881 0.951 -3.467
N -1.713 -1.064 -0.727
N -1.213 2.638 0.482
N 0.674 -0.316 1.863
N 3.942 -1.704 1.009
C -0.698 -0.480 1.434
C -3.414 -2.509 -1.426
C 3.292 0.540 0.750
C -0.988 1.989 1.665
C 1.590 -1.223 1.449
C 4.676 0.311 0.146
C -2.756 -1.910 -0.183
C 3.034 -0.740 1.575
C 4.824 -1.206 0.115
C -1.566 0.660 2.004
C -1.707 0.624 -2.459
C -0.465 3.761 0.505
C -0.100 2.781 2.348
C -3.241 -1.407 -2.470
C -0.725 -0.420 -0.094
C -1.841 -0.872 -2.166
H 3.245 1.440 1.361
H -0.446 4.470 -0.298
H -1.778 2.303 -0.291
H -0.698 1.930 -3.623
H 3.259 -0.583 2.642
H -3.331 -1.768 -3.492
H -3.476 -1.313 0.388
H -0.194 0.297 -3.801
H -2.333 -2.677 0.469
H -2.876 -3.405 -1.738
H 2.542 0.618 -0.040
H 0.965 0.646 1.986
H 0.310 2.639 3.330
H 4.790 0.731 -0.851
H 5.467 0.716 0.781
H -1.061 -1.438 -2.688
H -4.457 -2.767 -1.257
H 3.717 -2.686 1.056
H -2.577 0.576 1.602
H -3.969 -0.611 -2.306
H -1.609 0.555 3.090
H -1.053 -1.452 1.787
*
```

These are the natural (NBO) partial charges, in e, on atoms 1 to 2: -0.608 -0.679

A single C16H22N6OS molecule. Source: the Open Molecules 2025 dataset; level of theory: ωB97M-V/def2-TZVPD.

Summary:
* highest occupied orbital energy: -8.16 eV
* orbital gap: 8.81 eV
* energy above the lowest of the compared OMol25 structures with the same formula, charge and spin: 48.1 kcal/mol
* total energy: -1424.86452 hartree
* SMILES: c1ccc2sc(NC3=NCN(CCN4CCOCC4)CN3)nc2c1

Structure (ORCA input):
```
! wB97M-V def2-TZVPD RIJCOSX def2/J DEFGRID3
* xyz 0 1
S -1.073 5.432 -0.785
O 2.144 -6.055 0.030
N -0.054 1.105 0.467
N -1.351 3.454 0.892
N 0.126 3.022 -0.884
N 1.249 -3.587 -1.059
N 1.483 1.253 -1.302
N 1.020 -0.901 -0.227
C -0.051 -1.469 -1.031
C 2.831 -5.428 -1.027
C -0.733 3.787 -0.185
C 0.565 1.736 -0.561
C -2.154 4.459 1.357
C -2.907 6.735 0.923
C -3.704 5.504 2.839
C 1.501 -5.091 0.830
C 1.943 -0.083 -0.997
C -2.945 4.402 2.498
C 0.526 -4.240 0.017
C -3.687 6.657 2.063
C 0.553 -0.147 0.903
C -2.145 5.635 0.578
C 0.433 -2.679 -1.839
C 1.885 -4.593 -1.890
H -2.889 7.627 0.317
H -0.478 -0.736 -1.734
H -4.289 7.505 2.351
H -0.851 -1.778 -0.355
H 0.581 3.415 -1.696
H 1.413 0.048 1.562
H -4.322 5.469 3.724
H 1.141 -5.262 -2.362
H 2.886 -0.005 -0.439
H 3.616 -4.772 -0.624
H -0.192 -0.720 1.461
H 2.457 -4.097 -2.676
H 2.160 -0.582 -1.943
H 3.287 -6.228 -1.614
H -0.455 -3.181 -2.267
H -0.285 -4.884 -0.373
H 0.097 -3.481 0.670
H 1.050 -2.334 -2.672
H 2.250 -4.427 1.287
H -0.656 1.654 1.068
H 0.975 -5.643 1.611
H -2.953 3.504 3.094
*
```

These are the natural (NBO) partial charges, in e, on atoms 1 to 2: 0.323 -0.523

A molecular structure, C16H22N6PtS. Source: the Open Molecules 2025 dataset; level of theory: ωB97M-V/def2-TZVPD.

Summary:
* highest occupied orbital energy: -13.20 eV
* orbital gap: 7.12 eV
* energy above the lowest of the compared OMol25 structures with the same formula, charge and spin: 4.3 kcal/mol
* total energy: -1468.46800 hartree

Structure (ORCA input):
```
! wB97M-V def2-TZVPD RIJCOSX def2/J DEFGRID3
* xyz 2 1
Pt 0.023 0.369 -2.081
S -0.549 1.297 1.751
N 0.745 -1.303 1.836
N 0.142 2.336 -2.610
N -0.117 -1.633 -1.569
N -2.009 0.695 -2.087
N -0.804 0.014 0.645
N 2.063 0.578 -1.822
C -0.364 -4.340 -1.027
C -0.230 0.196 5.628
C 0.770 -1.526 4.272
C -0.187 -2.533 -2.564
C -0.165 -2.068 -0.292
C -0.312 -3.888 -2.335
C -2.138 2.108 -1.609
C 1.384 2.948 -2.012
C -0.206 0.416 3.244
C -0.284 -3.415 0.002
C -1.185 3.014 -2.375
C 0.453 -0.800 3.138
C -0.096 -1.041 0.790
C 2.150 1.928 -1.175
C 0.444 -1.010 5.519
C -0.578 0.904 4.486
H -1.897 2.095 -0.548
H -3.164 2.461 -1.720
H -1.596 3.273 -3.350
H 3.189 2.239 -1.058
H -0.471 -5.394 -0.810
H -0.365 -4.568 -3.173
H 0.709 -1.565 6.409
H 1.247 -2.178 1.814
H -2.456 0.086 -1.403
H 1.703 1.827 -0.186
H -0.346 -3.729 1.036
H 1.116 3.805 -1.397
H 2.601 0.548 -2.686
H -1.119 1.839 4.561
H -0.492 0.586 6.601
H -1.035 3.943 -1.827
H -0.134 -2.137 -3.569
H 1.276 -2.481 4.188
H -2.481 0.560 -2.979
H 0.281 2.347 -3.616
H 2.001 3.314 -2.833
H 2.480 -0.117 -1.206
*
```

These are the natural (NBO) partial charges, in e, on atoms 1 to 2: 0.811 0.437

- Look up the orbital gap of the third one.
  7.92 eV

- The lowest highest occupied orbital energy belongs to which entry?
  C16H22N6PtS

Copy entry 1 word for word.
A single C16H22ClNO2 molecule. Source: the Open Molecules 2025 dataset; level of theory: ωB97M-V/def2-TZVPD.

Summary:
* highest occupied orbital energy: -8.56 eV
* orbital gap: 9.32 eV
* energy above the lowest of the compared OMol25 structures with the same formula, charge and spin: 4.3 kcal/mol
* total energy: -1288.33696 hartree
* SMILES: Cc1cc(Cl)ccc1OCC(=O)N1C[C@H](C)C[C@H](C)C1

Structure (ORCA input):
```
! wB97M-V def2-TZVPD RIJCOSX def2/J DEFGRID3
* xyz 0 1
Cl -5.960 0.618 0.477
O -0.764 -1.901 -0.534
O 2.374 -2.825 0.011
N 1.668 -0.848 0.824
C -2.591 -0.646 -1.250
C 2.982 -0.250 0.691
C -1.986 -1.391 -0.219
C -2.646 -1.536 0.995
C 1.466 -2.103 0.377
C -3.810 -0.039 -1.020
C 4.329 1.522 -0.471
C 0.020 -2.625 0.392
C -4.441 -0.167 0.209
C 0.665 0.103 1.239
C -0.567 2.198 0.591
C 0.521 1.209 0.188
C 2.957 0.867 -0.359
C 1.878 1.890 0.008
C -3.870 -0.922 1.213
C -1.911 -0.545 -2.578
H -0.659 2.984 -0.155
H 2.698 0.415 -1.323
H -0.898 -0.164 -2.463
H -0.365 -2.586 1.414
H -1.828 -1.535 -3.026
H -0.294 -0.377 1.413
H -2.464 0.105 -3.249
H 0.237 0.736 -0.758
H 5.080 0.788 -0.749
H -0.329 2.659 1.547
H 4.315 2.305 -1.226
H -4.370 -1.038 2.161
H 1.811 2.651 -0.772
H 4.617 1.967 0.479
H 3.284 0.157 1.662
H -2.234 -2.134 1.792
H -4.276 0.539 -1.803
H 2.157 2.391 0.939
H 0.996 0.548 2.187
H 0.058 -3.673 0.071
H -1.528 1.694 0.677
H 3.678 -1.038 0.401
*
```

These are the natural (NBO) partial charges, in e, on atoms 1 to 2: 0.000 -0.516

- Look up the energy above the lowest of the compared OMol25 structures with the same formula, charge and spin of the third one.
  0.0 kcal/mol